No. 1
Molecular formula: C23H36CrN6O4S
Method: DFT, ωB97M-V/def2-TZVPD

The geometry in XYZ format:
```
71
Properties=species:S:1:pos:R:3:lowdin_charge:R:1
Cr -1.8521 -0.4327 0.2193 0.721
C -5.4748 -2.0543 3.7617 0.005
N -4.4250 -2.4177 2.8115 -0.110
C -4.0683 -3.8377 2.7825 0.018
C -3.7935 -1.5499 2.0515 -0.365
O -2.8873 -1.8818 1.2498 -0.057
C -4.1807 -0.0739 2.1492 -0.048
O -3.2953 0.6125 1.2747 -0.243
C -3.5290 1.9858 1.0029 -0.046
C -2.5859 2.3546 -0.1381 -0.349
O -1.8452 1.4556 -0.6196 -0.093
N -2.5715 3.5920 -0.5734 -0.099
C -3.4742 4.6233 -0.0579 0.008
C -1.6954 3.9934 -1.6808 0.026
H -6.2688 -2.7957 3.7008 0.110
H -5.9070 -1.0847 3.5349 0.088
H -5.0773 -2.0471 4.7768 0.114
H -4.9020 -4.4106 2.3782 0.110
H -3.8659 -4.1696 3.7997 0.109
H -3.1893 -3.9814 2.1662 0.092
H -4.0622 0.2958 3.1704 0.160
H -5.2140 0.0777 1.8260 0.154
H -3.3171 2.5842 1.8927 0.155
H -4.5692 2.1448 0.7047 0.160
H -3.6507 4.5009 1.0077 0.094
H -4.4219 4.6106 -0.5970 0.115
H -3.0015 5.5906 -0.2056 0.108
H -1.1680 3.1331 -2.0774 0.079
H -0.9780 4.7279 -1.3173 0.112
H -2.3024 4.4486 -2.4620 0.112
C 1.2255 -4.0114 -2.6810 0.026
N 0.3949 -2.8453 -2.3908 -0.099
C 0.0810 -1.8380 -3.2691 -0.019
C -0.6894 -0.9554 -2.5824 -0.099
N -0.8393 -1.4079 -1.2881 -0.051
C -0.1708 -2.5493 -1.2151 -0.138
H 1.3622 -4.0758 -3.7562 0.104
H 0.7280 -4.9129 -2.3331 0.104
H 2.1969 -3.9059 -2.2032 0.081
H 0.4253 -1.8430 -4.2881 0.139
H -1.1301 -0.0337 -2.9209 0.119
H -0.0823 -3.1674 -0.3361 0.156
C 5.4482 0.5543 2.1220 -0.091
C 4.9724 1.1995 0.8262 -0.222
C 3.5988 1.8439 0.9477 -0.142
N 2.5639 0.8988 1.3969 0.053
C 1.3519 0.7065 0.9179 -0.777
S 0.1618 -0.0625 1.8635 0.712
N 1.0176 1.1591 -0.3337 0.111
C 1.6997 1.1630 -1.5658 -0.410
O 1.2760 1.8872 -2.4346 0.116
C 2.8444 0.2363 -1.7541 -0.166
C 3.8270 0.6082 -2.6684 -0.001
C 4.9026 -0.2329 -2.9050 -0.044
C 4.9864 -1.4529 -2.2467 -0.053
C 3.9932 -1.8363 -1.3532 -0.076
C 2.9228 -0.9921 -1.1023 -0.051
H 6.4719 0.1978 2.0219 0.082
H 4.8412 -0.3127 2.3950 0.070
H 5.4286 1.2625 2.9532 0.083
H 4.9688 0.4691 0.0166 0.085
H 5.6645 1.9910 0.5317 0.124
H 3.2815 2.2895 0.0087 0.116
H 3.6298 2.6432 1.6931 0.136
H 2.7138 0.4810 2.3054 0.129
H 0.0478 1.4251 -0.4420 0.080
H 3.7378 1.5557 -3.1831 0.130
H 5.6742 0.0612 -3.6034 0.118
H 5.8290 -2.1068 -2.4291 0.117
H 4.0652 -2.7875 -0.8406 0.112
H 2.1513 -1.2975 -0.4056 0.101
```

The HOMO-LUMO gap (spin up / spin down) is 8.5 / 9.3 eV. As for the maximum force: 0.004 hartree/bohr. The total energy is -80813.2045 eV. Its net charge is +2. As for the HOMO energy (spin up / spin down): -13.096 / -13.974 eV. As for the spin multiplicity: 5. Its LUMO energy (spin up / spin down) is -4.60 / -4.67 eV. The expectation value of S² is 6.01.


No. 2
Molecular formula: C23H36F3N10OPb
Method: DFT, ωB97M-V/def2-TZVPD

The geometry in XYZ format:
```
74
Properties=species:S:1:pos:R:3:lowdin_charge:R:1
Pb 1.4261 -0.5874 -0.0941 1.405
N 3.7333 -4.0877 -1.4383 0.161
C 2.5716 -4.7922 -1.4328 -0.020
C 1.5711 -3.8902 -1.2077 -0.108
N 2.1123 -2.6510 -1.0685 -0.044
C 3.4363 -2.7965 -1.1993 -0.258
C 4.3103 -1.6817 -0.9856 -0.264
N 3.8313 -0.5666 -0.4313 -0.060
C 4.8742 0.2921 -0.3186 -0.099
C 6.0001 -0.3023 -0.8178 -0.027
N 5.6291 -1.5427 -1.2324 0.153
H 4.6489 -4.4916 -1.5770 0.186
H 2.5370 -5.8521 -1.5744 0.138
H 0.5196 -4.0622 -1.1156 0.114
H 4.7550 1.2612 0.1185 0.115
H 7.0015 0.0662 -0.9048 0.136
H 6.2501 -2.2157 -1.6604 0.184
C 1.6486 1.1985 2.9200 -0.023
N 0.5438 2.0436 3.3022 -0.078
C 0.8495 3.0620 4.2838 -0.001
C -0.6546 1.9108 2.7403 -0.260
N -0.7245 1.2695 1.5331 0.218
C -1.8232 0.7948 1.0306 -0.158
C -3.0751 0.6262 1.7415 -0.005
C -4.2461 0.8563 1.1102 -0.011
C -4.2549 1.1982 -0.2847 0.007
C -3.1407 1.0108 -1.0281 0.002
C -1.9238 0.5205 -0.4245 -0.184
N -1.0313 -0.1483 -1.0868 0.078
C -1.2168 -0.6494 -2.3655 -0.320
N -2.2399 -1.4757 -2.5795 -0.097
C -3.0088 -2.0806 -1.5071 0.002
C -2.7537 -1.7909 -3.8993 -0.004
N -0.2834 -0.3856 -3.2799 -0.117
C 0.4847 0.8436 -3.2428 -0.039
C 0.1470 -1.3035 -4.3178 -0.013
N -1.7386 2.4910 3.3164 -0.143
C -2.6806 3.3267 2.6018 -0.016
C -1.9384 2.5266 4.7532 -0.020
H 2.5638 1.5422 3.3951 0.113
H 1.7774 1.2494 1.8336 0.026
H 1.4747 0.1703 3.2260 0.086
H 1.8414 3.4613 4.0693 0.113
H 0.8723 2.6616 5.3004 0.119
H 0.1497 3.8907 4.2296 0.103
H -3.0382 0.4063 2.7963 0.140
H -5.1884 0.8058 1.6315 0.137
H -5.1792 1.5100 -0.7485 0.138
H -3.1717 1.1150 -2.1022 0.138
H -2.4088 -2.1964 -0.6070 0.101
H -3.3356 -3.0654 -1.8390 0.116
H -3.8992 -1.4932 -1.2705 0.100
H -2.3661 -1.1100 -4.6493 0.099
H -3.8387 -1.6780 -3.8699 0.117
H -2.5359 -2.8212 -4.1834 0.114
H 0.1519 1.4930 -2.4379 0.057
H 0.3634 1.3675 -4.1935 0.119
H 1.5460 0.6321 -3.1091 0.086
H -0.2620 -2.2943 -4.1629 0.094
H 1.2349 -1.3830 -4.2650 0.106
H -0.1147 -0.9521 -5.3169 0.114
H -2.4756 3.3400 1.5342 0.103
H -2.5998 4.3467 2.9870 0.117
H -3.7044 2.9920 2.7782 0.101
H -1.2514 1.8634 5.2683 0.104
H -2.9539 2.1696 4.9409 0.113
H -1.8726 3.5367 5.1600 0.110
F 2.1822 -3.0228 1.9745 0.059
C 1.0867 -2.2727 1.7461 -0.658
F 0.1091 -3.1244 1.3362 0.020
F 0.6787 -1.8165 2.9597 0.022
O 0.5509 3.2174 -0.8371 -0.065
H 1.4529 3.5522 -0.8305 0.053
H 0.0129 3.9624 -1.1211 0.053
```

The HOMO-LUMO gap is 5.4 eV. As for the maximum force: 0.032 hartree/bohr. The total energy is -54758.5248 eV. Its net charge is +3. As for the HOMO energy: -15.835 eV. Its LUMO energy is -10.40 eV.


No. 3
Molecular formula: C23H36IrN7O5S3
Method: DFT, ωB97M-V/def2-TZVPD

The geometry in XYZ format:
```
75
Properties=species:S:1:pos:R:3:lowdin_charge:R:1
Ir 0.3487 1.5207 -0.4722 1.011
C 1.1797 3.0080 -3.2439 -0.149
C 1.8980 3.6860 -2.0934 -0.157
N 1.1037 3.6541 -0.8529 -0.169
C 0.0471 4.6677 -0.7042 -0.226
C -1.2438 4.3814 -1.4650 -0.376
S -1.8417 2.6470 -1.3805 0.946
C -1.7970 2.1288 -3.1258 -0.372
C -0.5784 1.2976 -3.5111 -0.225
N 0.6485 1.7037 -2.8105 -0.126
H 1.8761 2.8962 -4.0767 0.151
H 0.3587 3.6275 -3.5977 0.115
H 2.1529 4.7080 -2.3860 0.146
H 2.8233 3.1464 -1.8872 0.125
H 1.7630 3.8021 -0.0928 0.114
H 0.4067 5.6491 -1.0288 0.144
H -0.1833 4.7364 0.3589 0.119
H -1.1791 4.6476 -2.5167 0.081
H -2.0343 4.9924 -1.0303 0.097
H -1.8974 3.0322 -3.7249 0.091
H -2.6931 1.5283 -3.2802 0.100
H -0.4527 1.3759 -4.5958 0.149
H -0.7717 0.2540 -3.2705 0.099
H 1.3564 0.9943 -2.9846 0.124
C 5.0418 -0.1172 2.1681 -0.023
N 3.9393 -0.9690 1.7761 -0.133
C 3.9426 -2.3977 2.1109 -0.053
C 2.6067 -2.8996 1.5386 -0.134
N 2.0631 -1.6904 0.9048 0.060
C 2.8495 -0.6360 1.1024 -0.717
S 2.5913 0.9653 0.5396 0.697
H 5.9786 -0.5268 1.7891 0.106
H 5.0985 -0.0614 3.2563 0.107
H 4.9000 0.8811 1.7638 0.052
H 4.0244 -2.5306 3.1904 0.135
H 4.8069 -2.8771 1.6484 0.133
H 1.9190 -3.2702 2.2987 -0.092
H 2.7386 -3.6841 0.7954 0.137
H 1.0959 -1.6438 0.6156 0.089
N -0.3774 2.1494 1.6678 0.031
C -0.5416 0.8827 2.3352 -0.333
C 0.6172 0.4044 2.9308 -0.084
C 0.7086 -0.9011 3.3327 -0.056
C -0.3713 -1.7264 3.1505 -0.203
C -1.6080 -1.2322 2.7267 -0.017
C -1.6986 0.1066 2.3217 -0.030
S 0.1089 -3.4579 2.8473 0.517
O -0.9329 -4.3249 3.3418 -0.280
O 1.4245 -3.5875 3.4143 -0.261
O 0.1341 -3.3844 1.3721 -0.343
H 0.3450 2.6752 2.1514 0.110
H -1.2299 2.6952 1.5883 0.105
H 1.4745 1.0593 3.0270 0.096
H 1.6161 -1.3101 3.7532 0.131
H -2.4734 -1.8858 2.6834 0.116
H -2.6329 0.5124 1.9447 0.122
O -5.4386 -2.5117 1.6852 -0.013
C -5.3842 -2.7994 0.3306 -0.229
N -4.0148 -2.7912 -0.1886 0.127
C -3.6560 -1.9963 -1.2007 -0.468
O -4.4086 -1.3625 -1.9172 0.094
C -2.1517 -1.8660 -1.4185 -0.079
C -1.4182 -2.7179 -2.2301 0.064
C -0.0566 -2.4760 -2.4044 0.012
C 0.5202 -1.3866 -1.7851 -0.148
N -0.1899 -0.5546 -1.0120 -0.098
C -1.4979 -0.7987 -0.8259 -0.088
H -4.8853 -3.1264 2.1955 0.105
H -5.9537 -2.0346 -0.1970 0.135
H -5.8354 -3.7752 0.1101 0.141
H -3.2685 -3.1647 0.3957 0.157
H -1.8952 -3.5538 -2.7240 0.146
H 0.5426 -3.1126 -3.0392 0.132
H 1.5792 -1.1758 -1.8848 0.122
H -2.0364 -0.0989 -0.2038 0.091
```

The HOMO-LUMO gap is 5.3 eV. Its energy above the lowest of the compared OMol25 structures with the same formula, charge and spin is 85.7 kcal per mole. As for the maximum force: 0.094 hartree/bohr. The total energy is -80432.3297 eV. Its net charge is +2. As for the HOMO energy: -12.799 eV. Its LUMO energy is -7.51 eV.